Formula: C2H5OS
Source: the Open Molecules 2025 dataset
Level of theory: ωB97M-V with the def2-TZVPD basis set

Last columns: bonded neighbours and bond lengths (Å).
Element x y z (Å)
1 S -1.213 -1.116 -1.076  H8 1.352
2 O -0.358 0.816 0.972  C4 1.351, H7 1.034
3 C 1.925 0.602 0.335  C4 1.327, H5 1.085, H6 1.079
4 C 0.961 1.071 1.118  O2 1.351, C3 1.327, H9 1.088
5 H 2.950 0.850 0.589  C3 1.085
6 H 1.766 0.111 -0.612  C3 1.079
7 H -0.559 -0.019 0.397  O2 1.034
8 H -0.016 -1.476 -1.593  S1 1.352
9 H 1.059 1.640 2.039  C4 1.088

Kohn-Sham gap ... 0.271 Eh
Charge ... -1